(1)
Below is C51H52F2N7O2S3SiW as an isolated structure, with properties calculated with wB97M-V/def2-TZVPD.

```
! wB97M-V def2-TZVPD RIJCOSX def2/J DEFGRID3
* xyz 1 3
W -1.01 0.76 -1.27
N 0.33 1.00 0.12
S 1.51 1.06 1.01
N 1.82 -0.15 1.98
S 2.06 -1.68 1.48
N 1.50 -1.65 -0.26
S 0.06 -2.23 -0.63
N -0.96 -1.03 -1.03
C -0.99 -2.61 1.85
C -1.42 -3.91 1.86
C -1.89 -4.41 3.07
C -1.91 -3.60 4.20
C -1.46 -2.28 4.14
C -0.99 -1.76 2.94
C 0.44 -2.91 -2.24
C 0.18 -2.26 -3.43
C 0.52 -2.89 -4.62
C 1.09 -4.15 -4.61
C 1.33 -4.80 -3.41
C 1.00 -4.18 -2.22
C 3.77 -1.83 0.98
C 4.72 -0.98 1.53
C 6.04 -1.11 1.16
C 6.42 -2.09 0.26
C 5.47 -2.95 -0.27
C 4.13 -2.82 0.08
C 2.32 -2.29 3.27
C 2.82 -1.53 4.31
C 2.95 -2.12 5.56
C 2.58 -3.44 5.76
C 2.06 -4.19 4.71
C 1.93 -3.61 3.45
C 2.99 1.46 0.10
C 3.21 0.82 -1.11
C 4.41 1.03 -1.77
C 5.38 1.86 -1.22
C 5.15 2.49 0.00
C 3.95 2.29 0.67
C 1.37 2.37 2.19
C 1.17 3.64 1.67
C 1.01 4.70 2.54
C 1.02 4.49 3.91
C 1.19 3.21 4.42
C 1.37 2.13 3.55
H -1.39 -4.52 0.97
H -2.25 -5.43 3.13
H -2.28 -3.99 5.14
H -1.48 -1.66 5.02
H -0.65 -0.73 2.88
H -0.27 -1.28 -3.44
H 0.33 -2.39 -5.56
H 1.35 -4.64 -5.55
H 1.77 -5.79 -3.40
H 1.18 -4.69 -1.27
H 4.41 -0.21 2.23
H 6.78 -0.43 1.57
H 7.46 -2.20 -0.02
H 5.76 -3.72 -0.98
H 3.38 -3.45 -0.37
H 3.12 -0.50 4.15
H 3.35 -1.54 6.38
H 2.68 -3.89 6.74
H 1.76 -5.21 4.86
H 1.51 -4.17 2.63
H 2.46 0.17 -1.53
H 4.60 0.53 -2.71
H 6.31 2.02 -1.74
H 5.90 3.14 0.43
H 3.78 2.78 1.62
H 1.13 3.79 0.60
H 0.87 5.70 2.15
H 0.89 5.32 4.59
H 1.18 3.04 5.49
H 1.49 1.13 3.93
C -5.85 0.07 -0.77
Si -4.05 -0.46 -0.90
C -3.99 -2.10 -1.80
C -3.55 -0.66 0.90
N -2.96 0.61 -1.88
C -3.45 0.97 -3.15
C -4.78 1.32 -3.43
C -5.19 1.65 -4.70
C -4.30 1.68 -5.77
C -2.97 1.36 -5.53
C -2.60 1.02 -4.25
F -1.30 0.73 -4.00
H -6.25 -0.47 0.10
H -6.45 -0.21 -1.63
H -5.98 1.13 -0.57
H -4.83 -2.73 -1.49
H -3.06 -2.63 -1.58
H -4.06 -1.96 -2.88
H -3.74 -1.70 1.19
H -4.17 -0.02 1.53
H -2.51 -0.45 1.12
H -5.49 1.36 -2.62
H -6.23 1.91 -4.87
H -4.63 1.95 -6.76
H -2.22 1.36 -6.31
C -3.21 3.99 -2.43
C -1.73 4.01 -2.26
N -0.91 3.00 -2.00
C 0.38 3.54 -1.99
C 0.31 4.87 -2.25
N -1.03 5.14 -2.42
H -3.66 3.26 -1.76
H -3.46 3.71 -3.46
H -3.62 4.97 -2.23
H 1.24 2.93 -1.81
H 1.08 5.62 -2.32
H -1.43 6.04 -2.64
F 0.50 0.88 -2.44
C -4.04 3.00 1.21
O -3.42 2.16 0.23
C -2.07 1.99 0.37
O -1.49 2.55 1.26
H -4.99 3.30 0.79
H -3.42 3.86 1.44
H -4.21 2.44 2.14
*
```

- ⟨S²⟩ = 2.019
- E_LUMO (spin up / spin down) (eV) = -2.881 / -3.154
- energy (eV) = -115889.7226
- energy above the lowest of the compared OMol25 structures with the same formula, charge and spin (kcal/mol) = 43.9


(2)
Below is C51H52F5N6O5P2V as an isolated structure at a distorted geometry, with properties calculated with wB97M-V/def2-TZVPD.

```
! wB97M-V def2-TZVPD RIJCOSX def2/J DEFGRID3
* xyz 0 3
V -1.29 0.19 0.15
O -2.15 3.20 2.58
C -2.14 2.29 1.79
O -1.12 1.53 1.51
C -3.36 1.89 0.92
O -4.42 2.45 0.92
O -3.06 0.87 0.13
C 3.50 -0.46 -2.45
N 3.20 0.31 -1.26
C 4.27 1.22 -0.86
C 3.57 2.21 0.05
N 2.20 2.12 -0.41
C 1.22 2.89 0.31
C 1.96 0.90 -0.98
N 0.78 0.43 -1.24
C 0.69 -0.81 -1.98
C -0.69 -1.00 -2.57
N -1.71 -1.09 -1.52
C -2.61 -1.99 -1.73
N -2.73 -2.71 -2.90
C -2.68 -2.13 -4.23
C -3.58 -3.87 -2.69
C -3.76 -3.87 -1.17
N -3.51 -2.49 -0.76
C -4.76 -1.73 -0.64
H 4.59 -0.45 -2.58
H 3.06 -0.03 -3.35
H 3.19 -1.50 -2.37
H 4.69 1.72 -1.75
H 5.07 0.68 -0.36
H 3.95 3.23 -0.06
H 3.66 1.92 1.10
H 1.13 2.55 1.35
H 1.51 3.94 0.28
H 0.25 2.78 -0.16
H 0.95 -1.67 -1.35
H 1.34 -0.84 -2.86
H -0.67 -1.93 -3.15
H -0.90 -0.17 -3.25
H -1.98 -2.65 -4.87
H -2.39 -1.08 -4.18
H -3.68 -2.18 -4.68
H -3.09 -4.78 -3.05
H -4.53 -3.76 -3.24
H -3.03 -4.53 -0.69
H -4.76 -4.17 -0.86
H -4.55 -0.70 -0.39
H -5.36 -1.77 -1.56
H -5.34 -2.17 0.17
O 1.07 -0.22 1.47
P 1.76 -1.02 2.52
C 3.26 -0.20 3.10
C 3.10 1.07 3.66
C 4.20 1.78 4.12
C 5.47 1.22 4.04
C 5.63 -0.05 3.50
C 4.53 -0.76 3.03
C 0.79 -1.19 4.03
C 1.15 -2.01 5.10
C 0.39 -2.01 6.26
C -0.70 -1.16 6.37
C -1.04 -0.31 5.33
C -0.29 -0.33 4.15
C 2.28 -2.62 1.88
C 2.98 -2.57 0.67
C 3.40 -3.74 0.06
C 3.12 -4.97 0.63
C 2.40 -5.03 1.82
C 1.98 -3.86 2.44
H 2.11 1.51 3.72
H 4.06 2.76 4.55
H 6.33 1.76 4.40
H 6.62 -0.49 3.44
H 4.67 -1.75 2.61
H 2.03 -2.64 5.05
H 0.66 -2.66 7.08
H -1.29 -1.16 7.28
H -1.88 0.36 5.41
H -0.55 0.33 3.33
H 3.19 -1.61 0.21
H 3.95 -3.69 -0.87
H 3.44 -5.88 0.15
H 2.14 -5.98 2.25
H 1.38 -3.93 3.34
C -3.49 2.50 -2.49
P -1.70 2.50 -2.14
C -0.95 2.36 -3.80
C -1.70 2.08 -4.95
C -1.08 1.83 -6.16
C 0.31 1.86 -6.26
C 1.06 2.13 -5.13
C 0.44 2.37 -3.92
C -1.42 4.26 -1.69
C -0.40 5.04 -2.23
C -0.15 6.31 -1.75
C -0.91 6.84 -0.72
C -1.93 6.08 -0.17
C -2.18 4.80 -0.65
H -3.77 3.22 -3.26
H -4.03 2.73 -1.57
H -3.80 1.49 -2.78
H -2.78 2.06 -4.90
H -1.68 1.62 -7.04
H 0.79 1.67 -7.21
H 2.14 2.16 -5.19
H 1.05 2.54 -3.04
H 0.21 4.66 -3.04
H 0.65 6.90 -2.19
H -0.71 7.83 -0.34
H -2.53 6.46 0.65
H -2.98 4.23 -0.19
F -0.27 -2.93 0.19
C -1.10 -2.69 1.24
C -1.67 -1.44 1.41
C -2.52 -1.36 2.50
F -3.14 -0.20 2.81
C -2.78 -2.41 3.37
F -3.60 -2.25 4.42
C -2.18 -3.63 3.15
F -2.41 -4.67 3.97
C -1.33 -3.78 2.07
F -0.77 -4.97 1.82
*
```

- ⟨S²⟩ = 2.012
- E_LUMO (spin up / spin down) (eV) = 0.311 / 0.311
- energy (eV) = -130765.0837